A molecular structure, C29H31ClN4PPd, computed with ωB97M-V/def2-TZVPD.

frontier orbital gap	4.8	eV
max |F|	1.33	eV Å⁻¹
ΔE to the lowest compared entry with this formula, charge and spin	22.46	kcal per mole
highest occupied orbital energy	-8.26	eV
E	-2271.8891	hartree
net charge	+1

Positions of all 67 atoms, in Å:
Pd1 0.131173 -0.096590 -0.121979
N1 -2.545444 -0.929743 -0.260752
C1 -3.302026 -0.490123 0.800844
C2 -4.575739 -0.975700 1.040734
C3 -5.365284 -0.484384 2.088304
C4 -4.904419 0.497224 2.923655
C5 -3.608891 1.017860 2.732546
C6 -3.055616 2.016832 3.566105
C7 -1.788890 2.472690 3.335093
C8 -1.064388 1.938262 2.253584
N2 -1.545848 1.021714 1.450774
C9 -2.794930 0.536470 1.668525
H1 -1.482940 -0.750105 -0.172007
H2 -2.777795 -1.850219 -0.599650
H3 -4.956417 -1.763495 0.401445
H4 -6.355386 -0.897742 2.231393
H5 -5.517274 0.866360 3.736463
H6 -3.641590 2.403607 4.391463
H7 -1.335707 3.225358 3.966896
H8 -0.048063 2.266969 2.049709
Cl1 2.250261 1.218299 0.159427
C10 2.902403 0.801737 1.714743
C11 3.860632 1.656566 2.238741
C12 4.448357 1.368663 3.458826
C13 4.079056 0.222132 4.143665
C14 3.120672 -0.625552 3.611957
C15 2.504117 -0.358168 2.388666
P1 1.171600 -1.428324 1.711033
C16 1.075974 -2.760154 2.957432
C17 1.665160 -4.012577 2.819463
C18 1.484263 -4.977593 3.800837
C19 0.720009 -4.703922 4.925346
C20 0.124470 -3.456965 5.067377
C21 0.292126 -2.497910 4.083079
C22 2.052571 -2.250011 0.316637
C23 3.432543 -2.213620 0.135220
C24 4.007785 -2.807347 -0.979961
C25 3.217857 -3.459552 -1.914145
C26 1.843446 -3.523551 -1.732914
C27 1.264085 -2.919199 -0.626925
H9 4.144232 2.540699 1.682954
H10 5.198622 2.035586 3.862263
H11 4.542695 -0.014410 5.092426
H12 2.844745 -1.522247 4.150685
H13 2.267152 -4.239183 1.947679
H14 1.945831 -5.950949 3.691266
H15 0.581495 -5.460629 5.686291
H16 -0.478265 -3.240707 5.940347
H17 -0.188109 -1.528845 4.179870
H18 4.062001 -1.709954 0.858597
H19 5.080362 -2.759606 -1.120394
H20 3.672812 -3.927292 -2.777873
H21 1.222102 -4.037815 -2.455215
H22 0.194321 -2.993855 -0.468962
N3 -3.425669 3.728622 -1.496672
C28 -2.429501 3.020040 -2.376303
C29 -1.656661 2.030468 -1.494773
N4 -0.676669 1.221539 -2.171673
H23 -4.009365 4.383663 -2.014529
H24 -2.938873 4.240904 -0.759831
H25 -4.030940 3.042078 -1.040615
H26 -1.775344 3.765031 -2.826084
H27 -2.979520 2.504861 -3.161952
H28 -2.374615 1.350876 -1.028820
H29 -1.152468 2.579766 -0.695587
H30 0.092598 1.744021 -2.567469
H31 -1.081603 0.613142 -2.870375

Cartesian forces (eV/Å) of the 2 atoms listed first:
Pd 0.9 0.0 0.4
N 0.2 0.3 -0.1

=====

A molecular structure, C29H31CrF2N3O3S2Si, computed with ωB97M-V/def2-TZVPD.

frontier orbital gap (alpha / beta)	6.3 / 7.4	eV
max |F|	2.00	eV Å⁻¹
ΔE to the lowest compared entry with this formula, charge and spin	0.00	kcal per mole
highest occupied orbital energy (alpha / beta)	-5.89 / -7.94	eV
E	-3843.8086	hartree
multiplicity	5

Positions of all 72 atoms, in Å:
Cr1 -0.579201 -1.502054 0.346090
C1 -2.664201 2.869046 -1.975610
Si1 -2.922801 3.321246 -0.147610
C2 -1.929101 4.884446 0.313490
C3 -4.776301 3.691846 0.127190
C4 -2.543101 1.915346 1.078090
C5 -3.085601 1.883846 2.353090
C6 -2.866401 0.793546 3.194390
C7 -2.187101 -0.300354 2.698590
N1 -1.670401 -0.312254 1.466890
C8 -1.777701 0.807246 0.710290
S1 -0.824701 0.666446 -0.704710
H1 -3.252201 3.520646 -2.615410
H2 -2.959401 1.844046 -2.174410
H3 -1.622601 2.958946 -2.264810
H4 -2.284401 5.727146 -0.273210
H5 -0.865801 4.771746 0.123490
H6 -2.053701 5.140946 1.361990
H7 -5.116301 4.442346 -0.577810
H8 -4.968901 4.073846 1.124090
H9 -5.384901 2.803946 -0.010410
H10 -3.686601 2.715046 2.687890
H11 -3.242601 0.786846 4.205690
H12 -2.039101 -1.194754 3.290790
O1 6.870099 1.925146 1.054890
C9 5.649299 2.242946 0.553090
O2 5.498899 3.288546 -0.029810
C10 4.554599 1.283046 0.776290
C11 3.238299 1.740846 0.602190
C12 2.160299 0.933546 0.852990
C13 2.336899 -0.403554 1.265990
C14 3.662599 -0.873354 1.387490
C15 4.736599 -0.051054 1.156390
N2 1.255999 -1.197254 1.511490
C16 1.354399 -2.166054 2.417690
C17 0.315699 -3.087554 2.603590
C18 0.321599 -4.030154 3.664390
C19 -0.764001 -4.838854 3.869790
C20 -1.870101 -4.703254 3.021690
C21 -1.792701 -3.800354 1.976590
N3 -0.747401 -3.020254 1.743890
H13 6.850799 1.112946 1.576490
H14 3.095399 2.767746 0.300490
H15 1.156999 1.324446 0.758090
H16 3.835899 -1.910954 1.629990
H17 5.728399 -0.474754 1.248690
H18 2.208999 -2.206354 3.090790
H19 1.185299 -4.076354 4.310490
H20 -0.772501 -5.572254 4.662890
H21 -2.761401 -5.289654 3.170590
H22 -2.621601 -3.709554 1.290490
F1 -1.790201 -3.581254 -0.884110
C22 -2.075601 -2.228554 -0.799010
F2 -1.895401 -1.783754 -2.091610
H23 -3.165801 -2.155654 -0.628110
C23 2.865899 -2.524954 -2.591410
S2 1.818799 -1.381154 -1.604110
O3 0.780699 -2.311054 -1.046010
C24 1.078999 -0.559654 -3.035810
C25 1.314799 0.801246 -3.155810
C26 0.762599 1.495946 -4.218510
C27 -0.006801 0.821746 -5.152910
C28 -0.238101 -0.538254 -5.022410
C29 0.297499 -1.237254 -3.954110
H24 2.220499 -3.267954 -3.049510
H25 3.574099 -3.005454 -1.926010
H26 3.393699 -1.945554 -3.341010
H27 1.925799 1.305646 -2.421810
H28 0.927499 2.559046 -4.315310
H29 -0.436401 1.361546 -5.983410
H30 -0.833901 -1.051954 -5.760710
H31 0.097099 -2.289454 -3.824010

Cartesian forces (eV/Å) of the 2 atoms listed first:
Cr 1.3 0.1 -0.2
C -0.1 0.1 0.6

=====

A molecular structure, C29H31CsN4O6S, computed with ωB97M-V/def2-TZVPD.

frontier orbital gap	4.1	eV
max |F|	1.78	eV Å⁻¹
ΔE to the lowest compared entry with this formula, charge and spin	10.94	kcal per mole
highest occupied orbital energy	-0.55	eV
E	-2212.6234	hartree
net charge	-2

Positions of all 72 atoms, in Å:
Cs1 -0.240647 -0.176324 1.225080
C1 2.290882 -2.211494 2.224880
C2 1.153968 -2.972571 2.568385
C3 0.664433 -3.565308 1.383179
C4 1.495476 -3.171013 0.313544
C5 2.493146 -2.328261 0.832300
C6 3.576194 -1.613920 0.075323
C7 1.284784 -3.568084 -1.120284
C8 -0.524230 -4.476945 1.275287
C9 0.521906 -3.110629 3.923315
C10 3.131572 -1.352054 3.128200
H1 4.577188 -1.822811 0.477026
H2 3.456957 -0.523054 0.100740
H3 3.590763 -1.903727 -0.978966
H4 1.195104 -4.655813 -1.244997
H5 2.114410 -3.245285 -1.755401
H6 0.374922 -3.122970 -1.540957
H7 -0.268754 -5.546381 1.359377
H8 -1.035102 -4.362127 0.314077
H9 -1.261106 -4.279344 2.063862
H10 0.425621 -4.155744 4.247157
H11 -0.490767 -2.684196 3.964328
H12 1.103722 -2.596840 4.692730
H13 4.198984 -1.605431 3.068629
H14 2.841964 -1.460875 4.176909
H15 3.052590 -0.284323 2.886694
O1 -2.926549 5.502151 4.132925
C11 -2.404304 4.368520 3.554743
C12 -3.219750 3.339188 3.117254
C13 -2.626858 2.221379 2.544415
N1 -1.308390 2.127092 2.388133
C14 -0.526146 3.125067 2.801256
C15 -1.032066 4.268049 3.405002
C16 0.996492 3.019886 2.536090
O2 1.701356 3.861270 3.107878
O3 1.330006 2.095669 1.746862
C17 -3.536326 1.046637 2.072941
O4 -4.757966 1.286587 2.090432
O5 -2.937370 -0.000246 1.737062
H16 -3.884552 5.391662 4.155380
H17 -4.301408 3.360798 3.190416
H18 -0.349687 5.039472 3.731338
N2 -1.521150 -0.697171 -4.362252
C18 -0.385090 -0.072484 -4.827469
C19 0.031976 0.324325 -6.092274
C20 1.274562 0.930420 -6.173130
C21 2.071013 1.128024 -5.035662
C22 1.655612 0.727306 -3.778057
C23 0.406671 0.117070 -3.683349
N3 -0.239386 -0.373354 -2.569898
C24 -1.367892 -0.849303 -3.001568
C25 -2.359874 -1.482544 -2.142877
C26 -3.669053 -1.740521 -2.417257
S1 -4.409558 -2.442957 -1.040703
C27 -2.907626 -2.368789 -0.215722
N4 -1.942332 -1.856112 -0.894491
H19 -2.318333 -0.984342 -4.902150
H20 -0.581858 0.174285 -6.972499
H21 1.641176 1.263020 -7.136839
H22 3.032148 1.614063 -5.147432
H23 2.245780 0.895370 -2.883762
H24 -4.214826 -1.508467 -3.317169
H25 -2.796757 -2.678036 0.812940
C28 0.363133 4.245324 -0.772951
C29 0.684247 2.851201 -1.291122
O6 1.974205 2.404160 -0.910317
H26 -0.555548 4.620383 -1.234221
H27 1.181030 4.930474 -1.007941
H28 0.221839 4.238081 0.305295
H29 0.665816 2.859813 -2.383457
H30 -0.086937 2.145709 -0.969521
H31 1.966539 2.327364 0.073340

Cartesian forces (eV/Å) of the 2 atoms listed first:
Cs 1.0 -1.3 -0.6
C 0.0 0.1 0.1